C50H94Br2F9IN10O12 | wB97M-V/def2-TZVPD

## Properties
HOMO-LUMO gap: 8.1 eV
SMILES: CC[C@@H](Br)[C@]1(C(F)(F)C(F)(F)C(F)(F)C(F)(F)F)[C@](CON=O)(C[C@@H](C)I)C(=O)N[C@]1(Br)CCCCCCCCCCOC.CN(C)C=O.CN(C)C=O.CN(C)C=O.CN(C)C=O.CN(C)C=O.CN(C)C=O.CN(C)C=O.CN(C)C=O
Energy: -9756.1163 a.u.
Strongest force on any atom: 5.1 eV/A
HOMO: -0.3083 Ha

The geometry in XYZ format:
```
178
Properties=species:S:1:pos:R:3:mulliken_charge:R:1
C -3.60 2.35 -3.46 -1.2903
C -3.76 0.84 -2.86 0.5098
C -3.74 0.85 -1.28 -1.2814
Br -4.97 2.40 -0.85 -0.0565
C -4.01 -0.48 -0.44 3.4266
C -5.43 -1.16 -0.43 0.5724
F -5.63 -1.83 0.83 -0.3742
F -5.57 -2.27 -1.32 -0.3066
C -6.82 -0.41 -0.60 0.2167
F -7.75 -1.41 -0.10 -0.3402
F -7.06 0.55 0.42 -0.2011
C -7.48 -0.11 -2.00 0.6512
F -6.83 -0.66 -3.14 -0.2132
F -8.75 -0.75 -2.12 -0.3136
C -7.82 1.38 -2.44 0.4547
F -8.10 2.31 -1.47 -0.2137
F -8.99 1.37 -3.26 -0.2785
F -6.83 1.78 -3.37 -0.1982
C -2.99 -1.69 -0.89 -2.0029
Br -3.10 -3.49 0.03 -0.0285
C -2.79 -2.09 -2.41 0.6263
C -2.37 -3.54 -2.85 -0.8015
C -3.60 -4.55 -3.19 -0.0977
C -2.89 -5.98 -3.53 -0.8242
C -2.84 -6.31 -5.09 -0.9458
C -1.87 -5.38 -5.96 -0.0393
C -2.79 -4.51 -6.94 -0.3494
C -1.98 -3.62 -7.99 -0.5079
C -2.73 -3.64 -9.42 -0.4744
C -4.30 -3.43 -9.33 -0.5225
O -4.55 -2.10 -8.81 -0.1623
C -5.48 -1.36 -9.61 -0.7538
N -1.53 -1.39 -0.52 0.4618
C -1.62 -0.34 0.47 -0.5488
O -0.62 0.33 0.72 -0.6630
C -3.19 -0.16 0.95 1.4002
C -3.10 -1.10 2.24 -1.3350
O -1.76 -1.72 2.44 -0.1815
N -1.41 -1.56 3.76 -0.0705
O -0.24 -1.35 3.80 -0.2423
C -3.11 1.28 1.63 -1.6287
C -4.32 1.87 2.44 -0.5821
C -5.47 0.95 3.01 -0.8481
I -3.45 2.85 4.24 0.0097
H -3.06 2.29 -4.47 0.4731
H -4.59 2.84 -3.70 0.2939
H -2.91 2.99 -2.81 0.2390
H -4.67 0.41 -3.38 0.0548
H -2.85 0.34 -3.36 -0.1345
H -2.73 1.36 -1.07 0.5821
H -3.76 -1.83 -2.98 -0.0148
H -1.95 -1.41 -2.81 -0.3910
H -1.53 -4.05 -2.28 0.4488
H -1.90 -3.40 -3.90 -0.0947
H -4.26 -4.74 -2.29 0.4430
H -4.18 -4.22 -4.11 0.1820
H -1.83 -6.03 -3.12 0.3170
H -3.49 -6.80 -3.01 0.3624
H -3.89 -6.34 -5.53 0.3280
H -2.43 -7.38 -5.19 0.3546
H -1.12 -4.77 -5.36 -0.0540
H -1.24 -6.07 -6.64 0.5639
H -3.47 -3.86 -6.32 -0.0542
H -3.38 -5.28 -7.56 0.3923
H -0.90 -3.94 -8.16 0.4007
H -1.95 -2.54 -7.63 0.1740
H -2.47 -4.63 -9.95 0.3710
H -2.33 -2.82 -10.11 -0.0353
H -4.85 -4.19 -8.68 0.2241
H -4.72 -3.58 -10.39 0.4358
H -5.47 -1.61 -10.72 0.2974
H -6.53 -1.48 -9.19 0.2591
H -5.17 -0.26 -9.53 0.2039
H -1.13 -2.26 -0.16 0.5239
H -3.24 -0.52 3.22 0.6462
H -3.80 -1.98 2.32 0.2651
H -2.25 1.19 2.38 0.8559
H -2.74 2.11 0.93 0.1167
H -4.82 2.77 1.93 0.6222
H -5.70 -0.01 2.45 0.0362
H -6.47 1.49 3.15 0.2977
H -5.16 0.63 4.07 0.4086
C -3.02 5.54 -5.16 0.0935
O -3.81 4.78 -5.67 -0.5835
N -3.33 6.55 -4.31 0.1459
C -2.32 7.41 -3.74 -0.9221
C -4.72 6.76 -3.95 -0.8611
H -1.93 5.46 -5.36 0.3058
H -2.35 7.33 -2.65 0.3315
H -2.53 8.45 -4.03 0.3365
H -1.33 7.14 -4.09 0.2903
H -5.12 5.85 -3.49 0.1867
H -5.29 6.96 -4.86 0.3091
H -4.82 7.60 -3.26 0.3844
C 0.84 -0.95 7.83 0.0919
O 0.51 -1.07 8.99 -0.6040
N 2.09 -0.60 7.40 0.2275
C 2.41 -0.48 6.00 -0.4656
C 3.12 -0.35 8.39 -0.8232
H 0.13 -1.12 7.00 0.2152
H 3.21 -1.18 5.75 0.3061
H 2.74 0.54 5.80 0.2667
H 1.54 -0.70 5.37 0.0025
H 3.27 -1.25 8.99 0.3008
H 2.80 0.47 9.04 0.2947
H 4.06 -0.08 7.90 0.2169
C 7.47 0.44 8.94 -0.2519
O 6.67 -0.29 8.38 -0.5042
N 7.16 1.43 9.82 0.5583
C 8.17 2.25 10.44 -0.9894
C 5.76 1.66 10.15 -0.8012
H 8.56 0.35 8.76 0.2959
H 8.11 2.13 11.52 0.2906
H 7.99 3.30 10.18 0.3146
H 9.17 1.97 10.10 0.3169
H 5.34 0.75 10.57 0.3281
H 5.22 1.91 9.24 0.0761
H 5.67 2.47 10.87 0.4199
C 5.76 4.20 7.19 -0.0561
O 5.62 3.76 8.32 -0.5008
N 6.07 3.46 6.09 0.2307
C 6.22 4.06 4.78 -0.9554
C 6.27 2.03 6.24 -0.4622
H 5.63 5.27 6.96 0.2264
H 5.50 3.60 4.10 0.3538
H 7.23 3.87 4.41 0.3045
H 6.04 5.13 4.82 0.3155
H 5.36 1.58 6.63 0.1115
H 7.08 1.85 6.94 0.1576
H 6.52 1.58 5.27 0.2490
C 0.61 -2.43 -3.75 0.8684
O 0.38 -3.25 -4.62 -0.6819
N 1.83 -1.92 -3.45 0.1255
C 2.02 -0.94 -2.40 -0.7603
C 2.98 -2.37 -4.21 -0.9725
H -0.19 -2.02 -3.12 -0.4775
H 2.45 -0.03 -2.83 0.3367
H 2.71 -1.35 -1.65 0.3304
H 1.07 -0.70 -1.92 0.1366
H 2.83 -2.14 -5.27 0.2912
H 3.09 -3.45 -4.10 0.2877
H 3.89 -1.88 -3.86 0.3775
C -1.50 -0.38 -11.27 0.1101
O -1.81 -0.50 -10.10 -0.5739
N -0.26 -0.05 -11.72 0.1289
C 0.03 0.08 -13.13 -0.9268
C 0.80 0.19 -10.76 -0.9228
H -2.23 -0.53 -12.08 0.3014
H 0.82 -0.63 -13.40 0.3439
H 0.38 1.10 -13.33 0.3416
H -0.85 -0.12 -13.74 0.2891
H 0.94 -0.72 -10.16 0.2755
H 0.51 1.00 -10.09 0.2873
H 1.73 0.44 -11.27 0.3770
C 4.10 -0.33 13.09 0.0898
O 4.64 0.54 12.42 -0.6155
N 4.75 -1.22 13.88 0.1234
C 4.05 -2.23 14.64 -0.9408
C 6.20 -1.16 13.96 -0.8999
H 3.01 -0.46 13.10 0.3057
H 4.27 -2.09 15.70 0.3410
H 4.39 -3.22 14.33 0.3443
H 2.97 -2.15 14.49 0.2882
H 6.50 -0.18 14.33 0.2846
H 6.62 -1.30 12.96 0.2676
H 6.58 -1.93 14.63 0.3725
C 6.39 3.39 1.21 0.1068
O 5.41 2.89 1.74 -0.5889
N 7.48 2.70 0.78 0.1428
C 8.60 3.37 0.15 -0.9308
C 7.53 1.27 0.96 -0.8614
H 6.45 4.47 1.02 0.2975
H 8.74 2.96 -0.86 0.3381
H 9.51 3.19 0.74 0.3399
H 8.43 4.44 0.08 0.2910
H 6.68 0.81 0.43 0.3004
H 7.44 1.03 2.02 0.2105
H 8.46 0.86 0.57 0.3783
```

C10H23O7P2RuS4 | wB97M-V/def2-TZVPD

## Properties
Multiplicity: 2
Charge: +2
HOMO-LUMO gap (spin up / spin down): 7.3 / 7.5 eV
Energy: -3291.5323 a.u.
Strongest force on any atom: 3.5 eV/A
HOMO (spin up / spin down): -0.5666 / -0.5682 Ha

The geometry in XYZ format:
```
47
Properties=species:S:1:pos:R:3:nbo_charge:R:1
Ru 0.42 -0.15 -0.26 0.6080
C -0.42 0.41 3.05 -0.5416
C -1.80 0.23 2.48 -0.5720
S -1.88 0.36 0.68 0.5091
C -2.07 2.12 0.33 -0.5594
C -0.87 2.97 0.63 -0.5359
S 0.52 2.42 -0.39 0.4779
C 1.91 2.78 0.71 -0.5394
C 3.12 2.04 0.21 -0.5602
S 2.91 0.25 0.03 0.4815
C 3.31 -0.41 1.66 -0.5563
C 2.30 -0.10 2.73 -0.5442
S 0.69 -0.76 2.22 0.5445
H -0.43 0.16 4.11 0.2745
H -0.03 1.41 2.94 0.2193
H -2.51 0.94 2.92 0.2752
H -2.17 -0.78 2.68 0.2715
H -2.94 2.47 0.89 0.2732
H -2.31 2.13 -0.73 0.2819
H -0.57 2.94 1.68 0.2256
H -1.09 4.00 0.37 0.2747
H 1.62 2.51 1.72 0.2147
H 2.10 3.85 0.68 0.2711
H 3.98 2.22 0.86 0.2721
H 3.39 2.38 -0.79 0.2712
H 4.30 -0.05 1.93 0.2747
H 3.38 -1.49 1.48 0.2776
H 2.20 0.96 2.94 0.2286
H 2.58 -0.61 3.65 0.2782
C -2.24 -2.73 -1.00 -0.6396
C -1.33 -2.38 -2.17 -0.4701
O -1.62 -3.13 -3.34 -0.7078
P -1.54 -0.67 -2.78 2.4247
O -3.09 -0.39 -2.84 -0.9793
O -1.13 -0.60 -4.29 -0.9617
O -0.90 0.40 -1.91 -1.0937
P 0.46 -2.66 -1.70 2.3235
O 1.16 -1.35 -2.44 -1.0546
O 0.96 -3.90 -2.28 -1.0349
O 0.58 -2.27 -0.21 -1.0505
H -3.27 -2.47 -1.21 0.2429
H -1.93 -2.22 -0.09 0.2119
H -2.17 -3.80 -0.80 0.2499
H -1.69 -4.07 -3.13 0.5079
H -3.54 -0.68 -3.64 0.5489
H -0.20 -0.65 -4.53 0.5434
H 1.85 -1.63 -3.05 0.5430
```

C6H9NP | wB97M-V/def2-TZVPD

## Properties
Charge: +1
HOMO-LUMO gap: 9.8 eV
SMILES: CC/C=C1/C2=[N+]=[P@]21C
ΔE to the lowest compared entry with this formula, charge and spin: 102.5 kJ/mol
Energy: -629.7293 a.u.
Strongest force on any atom: 4.7 eV/A
HOMO: -0.5529 Ha

The geometry in XYZ format:
```
17
Properties=species:S:1:pos:R:3:nbo_charge:R:1
C 0.71 0.07 -0.63 -0.3438
C 0.81 -0.54 -1.84 0.3703
C 1.26 0.16 0.56 0.0344
C 0.51 -1.11 2.37 -0.5960
C -1.66 1.05 -2.46 -1.0217
C 0.41 0.27 1.80 -0.4367
N 0.00 -1.09 -2.56 -0.4645
P -1.14 -0.31 -1.38 1.1900
H 2.32 0.23 0.77 0.2646
H 0.12 -1.90 1.72 0.2123
H -0.16 -1.09 3.20 0.2476
H 1.58 -1.31 2.50 0.2217
H -2.67 1.22 -2.49 0.2756
H -1.31 0.95 -3.57 0.3011
H -1.07 1.93 -2.14 0.2737
H 0.87 0.88 2.58 0.2517
H -0.59 0.59 1.56 0.2198
```

C3H13N2O3 | wB97M-V/def2-TZVPD

## Properties
Charge: +1
HOMO-LUMO gap: 10.3 eV
ΔE to the lowest compared entry with this formula, charge and spin: 337.9 kJ/mol
Energy: -457.0208 a.u.
Strongest force on any atom: 5.4 eV/A
HOMO: -0.5093 Ha

The geometry in XYZ format:
```
21
Properties=species:S:1:pos:R:3:nbo_charge:R:1
N 1.68 -1.17 0.64 -0.7275
C 1.14 -0.79 -0.80 -0.3217
C -0.32 -0.62 -0.97 0.6253
N -0.77 0.23 -1.88 -0.6043
C -0.03 1.28 -2.60 -0.4656
O -1.01 -1.28 -0.27 -0.5842
H 2.71 -1.18 0.57 0.4519
H 1.59 -2.23 0.73 0.4412
H 1.06 -0.75 1.45 0.5171
H 1.74 0.20 -1.06 0.2364
H 1.52 -1.47 -1.63 0.2708
H -1.81 0.40 -2.08 0.4453
H 0.35 2.22 -2.05 0.2204
H -0.79 1.94 -3.03 0.2396
H 0.52 0.90 -3.38 0.2158
H 1.67 0.91 3.20 0.5128
H 1.05 1.58 1.82 0.5145
O 1.30 0.75 2.36 -0.9896
H -1.74 0.24 2.24 0.4732
H -2.20 1.74 2.29 0.4663
O -2.39 0.88 2.39 -0.9376
```

C4H5NO | wB97M-V/def2-TZVPD

## Properties
HOMO-LUMO gap (spin up / spin down): 7.1 / 8.4 eV
ΔE to the lowest compared entry with this formula, charge and spin: 721.2 kJ/mol
Energy: -285.1399 a.u.
Strongest force on any atom: 3.1 eV/A
HOMO (spin up / spin down): -0.3009 / -0.3131 Ha

The geometry in XYZ format:
```
11
Properties=species:S:1:pos:R:3:nbo_charge:R:1
C 0.41 -0.94 0.16 -0.5143
C -0.43 0.30 0.01 0.2693
C 1.58 -0.07 -0.11 0.1028
C -1.72 0.51 -0.26 -0.4138
O 0.45 1.34 1.00 -0.4040
N 1.01 1.12 -0.38 -0.1462
H 0.36 -1.48 1.11 0.2354
H 0.27 -1.65 -0.67 0.2346
H 2.60 -0.31 -0.39 0.1919
H -2.41 -0.31 -0.16 0.2200
H -2.12 1.50 -0.34 0.2243
```

C8H13FNO4 | wB97M-V/def2-TZVPD

## Properties
Charge: +1
HOMO-LUMO gap: 9.4 eV
ΔE to the lowest compared entry with this formula, charge and spin: 112.7 kJ/mol
Energy: -767.8549 a.u.
Strongest force on any atom: 4.8 eV/A
HOMO: -0.5126 Ha

The geometry in XYZ format:
```
27
Properties=species:S:1:pos:R:3:nbo_charge:R:1
C 0.27 -0.42 -1.54 0.6052
C -1.31 1.00 -0.30 0.0518
C -0.34 1.20 0.98 0.0705
C -2.23 -0.09 0.33 0.0833
C -0.13 -0.31 1.31 -0.0064
C -3.36 -0.59 -0.54 -0.6410
C 3.50 -1.00 0.59 -0.2750
C 1.25 -0.56 0.63 0.7343
N 1.22 -0.67 -0.67 -0.5582
O -1.18 -1.02 0.76 -0.5079
O -0.63 0.53 -1.50 -0.4448
O -0.98 2.00 1.86 -0.7012
O 2.30 -0.57 1.28 -0.3965
F 3.00 1.23 -1.60 -0.5784
H 0.22 -1.06 -2.33 0.1980
H -1.97 1.89 -0.51 0.2567
H 0.58 1.74 0.63 0.1910
H -2.65 0.39 1.38 0.2247
H 0.12 -0.54 2.36 0.2217
H -4.37 -0.34 -0.22 0.2515
H -3.33 -1.68 -0.60 0.2462
H -3.13 -0.23 -1.43 0.2116
H 3.61 -0.32 -0.23 0.2278
H 3.47 -2.03 0.33 0.2161
H 4.35 -1.00 1.23 0.2248
H 3.67 1.24 -2.33 0.5862
H -0.69 2.01 2.78 0.5079
```

C40H47ClNO5SSi | wB97M-V/def2-TZVPD

## Properties
Charge: -1
HOMO-LUMO gap: 7.1 eV
Energy: -3131.3891 a.u.
Strongest force on any atom: 0.8 eV/A
HOMO: -0.2013 Ha

The geometry in XYZ format:
```
96
Properties=species:S:1:pos:R:3:mulliken_charge:R:1
C -3.89 -1.12 -3.26 -1.1043
C -4.44 -0.43 -4.52 -0.3771
C -4.87 1.03 -4.25 -0.7059
C -3.85 2.04 -4.78 -1.6238
C -2.62 2.05 -3.93 -0.2020
C -2.51 2.57 -2.71 1.2892
Cl -3.76 3.44 -1.92 -0.2167
C -1.20 2.52 -1.97 -0.0668
O -0.87 3.43 -1.25 -0.6320
C -0.42 1.28 -2.22 0.2681
C 0.37 0.68 -1.22 0.2613
C 0.51 1.25 0.17 -0.6417
C 1.93 1.71 0.49 -0.5789
O 1.97 2.74 1.47 -0.5562
Si 1.39 2.48 3.00 0.5867
C -0.47 2.71 3.12 -1.0635
C 2.17 3.76 4.11 -0.9466
C 1.78 0.75 3.61 -0.8499
C 1.03 -0.51 -1.53 -0.5191
N 1.83 -1.15 -0.53 0.2072
C 1.22 -2.37 0.07 -0.4507
C -0.19 -2.17 0.58 -0.7703
C 0.93 -1.07 -2.81 0.4391
C 1.62 -2.42 -3.05 -0.3295
O 2.85 -2.36 -3.16 -0.7705
O 0.82 -3.38 -3.11 -0.7138
C 0.19 -0.45 -3.81 0.5779
S 0.21 -1.19 -5.42 -0.1690
C -0.50 0.73 -3.51 0.8728
C -1.37 1.44 -4.49 -0.4756
O -1.14 1.55 -5.67 -0.6036
H -3.29 -0.42 -2.68 0.1229
H -4.71 -1.44 -2.62 0.4227
H -3.28 -1.98 -3.50 0.3216
H -3.68 -0.45 -5.30 0.2859
H -5.31 -0.98 -4.87 0.3812
H -5.01 1.15 -3.18 0.4451
H -5.84 1.24 -4.70 0.4047
H -3.55 1.72 -5.78 0.4148
H -4.26 3.04 -4.87 0.4483
H 0.21 0.47 0.87 -0.5329
H -0.16 2.09 0.31 0.7242
H 2.40 2.10 -0.41 0.3493
H 2.53 0.85 0.81 0.3602
H -0.79 3.64 2.65 0.2977
H -1.01 1.88 2.67 0.3125
H -0.73 2.73 4.18 0.3813
H 2.30 4.71 3.60 0.2923
H 3.10 3.41 4.55 0.3732
H 1.47 3.93 4.93 0.0360
H 1.76 0.01 2.81 0.0626
H 1.05 0.45 4.36 0.2954
H 2.77 0.70 4.07 0.4525
H 2.66 -1.47 -1.02 0.6011
H 1.85 -2.63 0.92 0.4650
H 1.26 -3.20 -0.63 0.3755
H -0.90 -1.98 -0.23 0.2236
H -0.22 -1.37 1.32 -0.0295
H -0.51 -3.08 1.09 0.4207
H -0.89 -1.95 -5.38 0.1434
C -1.05 -5.58 5.46 -0.4327
C -0.13 -5.62 4.43 -0.3807
C 0.39 -4.43 3.92 -0.4949
C -0.02 -3.22 4.44 0.0283
C -0.95 -3.18 5.48 -0.5210
C -1.46 -4.37 5.99 -0.3439
H -1.45 -6.51 5.86 0.3474
H 0.19 -6.57 4.01 0.3758
H 1.10 -4.46 3.10 0.3533
H 0.38 -2.29 4.04 0.3595
H -1.27 -2.23 5.89 0.3682
H -2.19 -4.34 6.79 0.3532
C 0.37 5.22 9.94 -0.3174
C 1.17 6.30 9.58 -0.3821
C 1.31 6.64 8.24 -0.3904
C 0.65 5.91 7.27 -0.3698
C -0.15 4.84 7.63 -0.2420
C -0.29 4.49 8.97 -0.4817
H 0.27 4.96 10.98 0.3521
H 1.69 6.87 10.34 0.3499
H 1.94 7.48 7.96 0.3589
H 0.75 6.18 6.22 0.3821
H -0.67 4.27 6.87 0.3843
H -0.91 3.65 9.25 0.3599
C 2.78 -3.22 -7.47 -0.2167
C 3.54 -4.36 -7.68 -0.5115
C 3.47 -5.03 -8.89 -0.3037
C 2.63 -4.57 -9.90 -0.3429
C 1.86 -3.43 -9.69 -0.4112
C 1.94 -2.76 -8.47 -0.3577
H 2.83 -2.70 -6.52 0.3465
H 4.19 -4.72 -6.89 0.3793
H 4.06 -5.92 -9.05 0.3439
H 2.57 -5.09 -10.84 0.3408
H 1.21 -3.06 -10.47 0.3496
H 1.34 -1.87 -8.30 0.3812
```

C9H24F8N5O10PS2 | wB97M-V/def2-TZVPD

## Properties
HOMO-LUMO gap: 4.1 eV
ΔE to the lowest compared entry with this formula, charge and spin: 746.8 kJ/mol
Energy: -3319.8230 a.u.
Strongest force on any atom: 8.9 eV/A
HOMO: -0.2550 Ha

The geometry in XYZ format:
```
59
Properties=species:S:1:pos:R:3:nbo_charge:R:1
C 3.65 8.86 -3.23 -0.7474
C 3.84 7.51 -2.67 0.7017
O 4.72 7.23 -1.82 -0.4130
N 2.75 6.52 -3.12 -0.5750
H 2.12 6.97 -3.76 0.4301
H 3.08 5.74 -3.67 0.4713
C 2.06 6.11 -1.84 -0.4157
H 3.02 8.86 -4.11 0.2288
H 4.67 9.20 -3.37 0.2979
H 3.17 9.53 -2.51 0.2772
H 1.34 5.34 -2.10 0.2497
H 1.64 7.03 -1.43 0.2239
H 2.82 5.63 -1.22 0.2689
C -4.56 1.86 4.90 -0.7835
C -3.56 2.57 5.69 0.7176
O -3.74 3.47 6.53 -0.4408
N -2.09 2.15 5.35 -0.5931
H -1.67 1.80 6.20 0.4520
H -2.01 1.39 4.69 0.4597
C -1.33 3.42 4.75 -0.4185
H -4.47 0.78 4.85 0.2762
H -4.70 2.22 3.88 0.2907
H -5.56 2.10 5.28 0.2833
H -1.23 3.45 3.66 0.2579
H -0.41 3.39 5.33 0.2435
H -1.77 4.41 4.91 0.2519
C -5.51 -5.70 -1.96 -0.7660
C -5.82 -6.48 -0.67 0.7154
O -6.89 -7.10 -0.55 -0.4301
N -4.71 -6.38 0.41 -0.5927
H -4.18 -7.19 0.69 0.4681
H -3.97 -5.79 0.05 0.4601
C -5.35 -5.86 1.74 -0.4134
H -5.98 -4.72 -2.00 0.2774
H -5.71 -6.23 -2.89 0.2847
H -4.49 -5.35 -2.09 0.2552
H -4.62 -5.35 2.35 0.2620
H -5.78 -6.69 2.30 0.2488
H -6.06 -5.08 1.46 0.2275
P 1.96 -8.46 1.73 2.5969
F 0.88 -7.85 2.77 -0.6127
F 1.90 -9.85 2.54 -0.5989
F 0.74 -8.95 0.76 -0.6090
F 3.00 -9.28 0.67 -0.6018
F 2.04 -7.10 0.83 -0.5878
F 3.03 -7.87 2.76 -0.5862
N 5.52 2.07 -5.15 -1.0992
S 6.28 1.22 -4.16 2.4343
O 7.09 1.82 -3.14 -0.9062
O 6.45 -0.13 -4.54 -0.9033
F 4.90 0.96 -3.26 -0.5753
S 6.84 2.53 -6.03 2.3879
O 7.91 1.64 -6.33 -0.8730
O 7.27 3.92 -5.73 -0.9584
F 6.00 2.79 -7.35 -0.5052
N -1.13 -1.78 0.91 0.7217
O -0.68 -0.70 0.55 -0.5742
O -1.33 -1.96 2.10 -0.5945
O -1.37 -2.64 0.08 -0.5474
```

- The highest energy belongs to which entry?
  C4H5NO